Molecular formula: C42H50As2F4N2PPd
Method: DFT, ωB97M-V with the def2-TZVPD basis set

Results
strongest force on any atom = 0.8 eV Å⁻¹
HOMO-LUMO gap (spin up / spin down) = 7.98 / 5.70 eV
relative energy (zero: lowest compared OMol25 entry of this formula, charge and spin) = 0.00 kcal/mol
LUMO level (spin up / spin down) = -0.060 / -0.173 Eh
multiplicity = 3
charge = +1
calculated total energy = -7079.92818 a.u.

Each line ends with the Mulliken spin population.
Cartesian coordinates (Å):
Pd 0.85 -1.43 -0.27  0.648
As -2.56 4.41 -0.95  0.004
As 3.36 -1.37 0.29  0.071
P 0.14 0.91 0.23  0.059
F 1.33 -6.10 -2.14  0.014
F 2.64 -7.98 -0.84  -0.007
F 1.31 -3.46 1.84  0.014
F 2.65 -5.36 3.07  -0.006
N 0.07 -1.43 -2.63  0.035
N 0.66 -3.61 -0.80  0.664
C 0.34 1.64 2.97  -0.002
C 2.01 3.18 3.77  0.004
C -5.83 6.26 0.93  0.000
C 2.32 -6.87 -0.18  -0.067
C -4.69 2.38 -0.77  0.000
C -2.98 -2.23 1.47  0.009
C 1.66 -4.54 1.13  0.088
C -0.74 -0.30 -3.07  -0.006
C 0.82 1.77 1.68  0.005
C -3.29 5.44 1.69  0.001
C 1.29 -4.66 -0.23  0.039
C -1.19 -0.18 0.82  0.031
C -0.72 2.26 -0.66  0.065
C -5.39 6.48 2.23  0.000
C -4.42 1.54 -3.40  0.000
C 1.90 2.62 1.43  0.026
C -1.53 3.20 0.23  0.010
C -0.80 -1.24 1.65  0.023
C -0.80 -2.60 -2.49  0.025
C 4.38 -0.44 -1.09  0.007
C -4.12 6.07 2.61  0.000
C -5.00 5.63 0.01  -0.001
C -3.38 -1.18 0.65  0.002
C -5.33 0.91 -2.56  0.000
C 4.58 -2.86 0.62  0.019
C 0.94 2.34 4.01  -0.002
C -3.76 3.01 -1.60  0.000
C -1.69 -2.26 1.97  -0.002
C 3.75 0.86 -1.56  -0.007
C 3.75 -0.35 1.92  -0.008
C 2.33 -5.55 1.79  -0.061
C 4.83 -3.74 -0.60  0.002
C -3.72 5.21 0.39  0.000
C 2.69 -6.72 1.15  0.193
C -0.05 -3.83 -2.05  -0.092
C 2.49 3.33 2.47  -0.002
C 1.15 -1.66 -3.58  -0.010
C 1.63 -5.88 -0.85  0.126
C -3.64 2.59 -2.92  0.000
C 5.05 0.44 1.90  0.003
C -2.50 -0.16 0.33  -0.011
C -5.47 1.34 -1.25  0.000
H -0.88 3.78 0.87  0.002
H 4.14 -3.44 1.45  -0.002
H -4.32 1.22 -4.43  0.000
H -5.36 5.46 -0.99  0.000
H 5.50 -2.42 1.00  0.004
H 1.91 -2.32 -3.16  0.003
H -1.13 -0.45 -4.08  0.001
H -1.37 -3.07 2.62  0.000
H -2.94 3.08 -3.58  0.000
H 1.63 -0.71 -3.81  0.000
H 3.22 -7.50 1.67  0.009
H -6.19 0.86 -0.60  0.000
H -0.76 -4.66 -1.92  0.035
H 0.18 -1.22 2.14  -0.015
H -2.30 5.13 2.01  0.000
H 0.78 -2.09 -4.52  0.001
H -0.14 0.61 -3.06  0.001
H -2.23 2.65 0.86  -0.001
H -3.77 6.25 3.61  0.000
H 3.76 -1.10 2.71  -0.001
H -1.35 1.78 -1.41  -0.005
H -1.58 -0.18 -2.39  0.002
H 3.95 1.67 -0.86  -0.001
H 2.47 3.73 4.58  0.001
H 0.05 2.81 -1.21  0.007
H 5.92 -0.20 1.73  0.000
H -6.82 6.58 0.63  0.000
H 2.90 0.31 2.12  0.003
H 4.47 -1.15 -1.91  0.002
H 3.32 3.99 2.27  0.000
H 5.21 0.94 2.86  0.000
H 2.66 0.77 -1.66  0.003
H 5.40 -3.21 -1.36  0.000
H 0.56 2.22 5.02  0.000
H -1.30 -2.83 -3.44  0.000
H 5.40 -4.63 -0.33  0.001
H 5.39 -0.28 -0.70  0.000
H -3.68 -3.02 1.72  0.000
H 0.65 -4.15 -2.83  0.033
H -4.39 -1.15 0.26  0.001
H 5.05 1.20 1.13  0.000
H 2.29 2.73 0.43  0.002
H -4.81 2.71 0.26  0.000
H -5.94 0.10 -2.94  0.000
H 4.16 1.16 -2.53  0.000
H -6.03 6.98 2.94  0.000
H -0.51 0.99 3.18  0.004
H 3.90 -4.07 -1.06  -0.003
H -2.84 0.63 -0.32  0.003
H -1.58 -2.35 -1.76  0.004

Molecular formula: C42H50BF3N8O2S3Ti
Method: DFT, ωB97M-V with the def2-TZVPD basis set

Results
strongest force on any atom = 2.1 eV Å⁻¹
HOMO-LUMO gap (spin up / spin down) = 6.71 / 6.86 eV
relative energy (zero: lowest compared OMol25 entry of this formula, charge and spin) = 29.10 kcal/mol
LUMO level (spin up / spin down) = 0.088 / 0.088 Eh
multiplicity = 2
charge = -1
calculated total energy = -4587.74217 a.u.

Each line ends with the Mulliken spin population.
Cartesian coordinates (Å):
Ti 0.18 0.01 -1.86  0.891
S -2.69 1.41 1.20  0.001
S 2.46 0.11 -0.47  -0.005
S -1.47 -3.40 0.02  -0.001
F 1.24 8.64 2.01  0.000
F -0.44 9.28 0.82  0.000
F -0.77 8.38 2.76  0.000
O 0.80 -1.82 -2.13  -0.021
O 0.88 0.54 -3.50  -0.021
N 0.53 -2.06 1.23  -0.003
N -3.37 -0.51 3.06  0.000
N 2.27 2.03 1.52  0.005
N -1.39 -0.76 2.15  -0.001
N 0.75 0.45 1.60  -0.010
N -1.50 -0.76 -2.65  0.036
N 1.09 -4.13 0.81  0.000
N -0.95 -1.63 -3.61  0.066
C 0.07 1.11 -4.38  0.024
C 2.12 -3.55 1.54  0.001
C -1.83 0.48 -3.01  0.099
C 0.56 5.52 -0.83  0.014
C -5.41 -1.05 4.32  0.000
C 3.53 3.23 -0.29  0.006
C -2.51 0.02 2.14  -0.001
C -0.05 3.13 -0.80  0.042
C -2.98 1.13 -2.30  -0.010
C -5.57 -0.23 1.98  0.000
C 0.57 6.76 -0.22  -0.007
C 4.71 2.01 1.56  0.001
C 3.48 2.84 1.19  -0.001
C 0.85 -6.44 1.58  0.000
C -0.73 5.88 1.60  -0.006
C -0.07 6.95 1.00  0.014
C 0.30 -5.91 -0.80  0.000
C 0.15 -2.18 -3.21  -0.013
C 1.47 2.26 2.63  0.001
C -0.09 4.43 -0.22  -0.015
C -4.78 -0.11 3.29  0.000
C -4.83 1.32 3.85  0.000
C -1.27 1.14 -4.18  -0.023
C -0.74 4.64 1.00  0.014
C 2.72 -4.48 -4.71  -0.001
C 1.77 -2.27 1.78  0.000
C -1.57 -1.77 3.07  0.000
C 2.65 -5.79 -0.07  0.000
C 2.12 -3.51 -3.93  -0.001
C 1.82 0.91 0.90  0.020
C -2.77 -1.63 3.64  0.000
C 3.44 4.12 2.01  0.000
C 0.02 -3.92 -5.02  0.006
C 0.53 1.30 2.66  0.000
C 0.75 1.77 -5.53  -0.006
C 0.61 -4.90 -5.79  0.000
C -0.05 1.97 -1.19  -0.093
C 1.97 -5.18 -5.64  0.001
C 0.77 -3.22 -4.08  0.003
C 0.08 -3.21 0.64  0.003
C 1.20 -5.55 0.38  0.000
C -0.02 8.29 1.64  -0.001
B -0.20 -0.70 1.16  -0.037
H 2.32 -1.50 2.29  0.000
H 3.01 -4.08 1.82  0.000
H 4.28 4.01 -0.41  0.000
H 1.00 -7.49 1.32  0.000
H 2.97 -5.01 -0.76  0.000
H -3.39 0.46 -1.54  0.005
H 1.08 7.59 -0.69  0.000
H -4.33 1.36 4.82  0.000
H -6.43 -0.72 4.49  0.000
H -0.75 -5.84 -0.54  0.000
H 1.49 -6.20 2.43  0.000
H -1.24 6.03 2.55  0.000
H -1.04 -3.69 -5.12  0.001
H 3.35 -5.83 0.77  0.000
H -2.67 2.06 -1.81  0.002
H 4.74 1.09 0.98  0.000
H -0.29 1.16 3.33  0.000
H -5.18 0.47 1.24  0.000
H -5.49 -1.24 1.59  0.000
H 2.43 -5.95 -6.25  0.000
H -0.82 -2.53 3.24  0.000
H 0.48 -5.25 -1.65  0.000
H 5.62 2.58 1.36  0.000
H -1.25 3.80 1.46  0.003
H 0.54 -6.93 -1.10  0.000
H 2.52 4.68 1.83  0.000
H -3.25 -2.23 4.39  0.000
H 3.54 3.93 3.08  0.000
H 1.60 3.10 3.28  0.000
H 2.56 3.62 -0.61  -0.003
H -5.44 -2.08 3.96  0.000
H 1.32 2.64 -5.18  0.003
H -4.88 -1.01 5.27  0.000
H 3.77 2.40 -0.93  -0.001
H -0.19 -6.28 1.86  0.000
H 1.06 5.37 -1.78  0.000
H 2.68 -2.95 -3.19  0.000
H -1.91 1.73 -4.82  0.003
H 4.69 1.76 2.63  0.000
H -5.88 1.61 3.98  0.000
H -3.75 1.37 -3.04  0.006
H -0.60 -0.46 0.02  0.010
H -4.35 2.01 3.17  0.000
H 2.71 -6.75 -0.58  0.000
H 0.04 2.10 -6.29  0.000
H 1.46 1.08 -5.98  0.002
H 4.28 4.75 1.71  0.000
H -6.62 0.00 2.17  0.000
H 0.03 -5.45 -6.52  0.000
H 3.77 -4.70 -4.59  0.000

Molecular formula: C42H50BaBrGeN5O2PSe3
Method: DFT, ωB97M-V with the def2-TZVPD basis set

Results
strongest force on any atom = 4.7 eV Å⁻¹
HOMO-LUMO gap = 6.03 eV
relative energy (zero: lowest compared OMol25 entry of this formula, charge and spin) = 72.35 kcal/mol
LUMO level = -0.113 Eh
charge = +1
calculated total energy = -14276.63306 a.u.

Each line ends with the Löwdin charge.
Cartesian coordinates (Å):
Ba 0.33 0.58 0.20  1.720
Br 9.76 -0.94 1.96  0.726
Se -1.27 2.85 -1.65  0.780
Se 0.23 -3.84 -1.34  0.271
Se -2.15 -1.07 -0.83  0.199
Ge -0.61 5.19 0.77  0.782
P -1.29 -2.56 -2.17  0.123
O 1.74 0.98 -1.46  -0.369
O 0.67 1.38 2.20  -0.469
N 5.19 -1.37 5.94  0.065
N -2.56 -4.60 2.85  0.196
N 2.39 -0.44 1.20  -0.091
N 0.20 -2.25 1.78  -0.011
N 3.98 -1.09 5.89  0.065
C -1.28 -0.34 -5.57  -0.063
C -0.94 4.71 -1.14  -0.612
C -3.65 -5.22 -4.21  -0.069
C 7.12 -2.25 4.86  -0.032
C 5.28 0.54 -2.10  -0.013
C -1.95 4.42 1.97  -0.206
C 1.30 0.85 4.41  -0.006
C -0.28 -0.94 -6.33  -0.071
C 3.97 -2.20 1.50  -0.022
C -1.52 -0.79 -4.28  -0.095
C 7.53 0.09 3.43  -0.122
C -1.07 -2.67 2.33  -0.289
C 2.37 -0.24 2.54  -0.187
C 8.35 -1.01 3.24  -0.692
C 6.22 -1.20 5.00  -0.290
C -3.66 -3.96 -1.75  -0.142
C -2.66 -4.29 -3.90  -0.072
C 6.50 1.03 -1.68  -0.054
C 0.24 -2.41 -4.50  -0.149
C 6.56 2.00 -0.68  -0.051
C -3.07 2.64 -0.92  -0.405
C -2.67 -3.66 -2.67  -0.407
C -1.31 -4.17 2.12  -0.151
C 4.10 1.03 -1.53  -0.169
C 2.69 -0.29 -3.21  0.024
C -4.64 -4.89 -2.05  -0.087
C -0.77 -1.83 -3.75  -0.430
C 3.15 -0.67 4.84  -0.225
C 5.39 2.45 -0.08  -0.049
C 3.19 -1.36 0.70  -0.139
C 2.78 0.60 -2.01  -0.373
C -4.63 -5.52 -3.28  -0.081
C 4.17 1.97 -0.51  -0.003
C 3.20 -0.97 3.43  -0.091
C 3.93 -2.04 2.86  0.004
C 1.40 0.73 3.03  -0.410
C 6.46 0.00 4.32  -0.021
C 8.17 -2.17 3.97  -0.128
C 2.14 0.17 5.27  -0.020
C -0.72 7.16 0.77  -0.218
C 1.21 4.62 1.24  -0.203
C 0.49 -1.96 -5.79  -0.079
H -3.59 1.92 -1.54  0.007
H -1.87 0.46 -5.99  0.109
H -1.10 -2.41 3.39  0.126
H 3.25 2.34 -0.06  0.108
H 3.24 -1.21 -3.05  0.102
H 5.25 -0.21 -2.87  0.114
H -1.72 7.50 0.51  0.020
H -0.11 -0.62 -7.35  0.107
H 1.28 -2.41 -6.38  0.109
H -3.36 -4.07 2.50  0.173
H 4.45 -2.73 3.50  0.116
H 5.82 0.85 4.49  0.119
H -3.64 -5.71 -5.17  0.109
H 2.06 0.32 6.34  0.117
H -2.96 4.57 1.59  0.019
H 8.85 -3.00 3.84  0.103
H 5.43 3.19 0.71  0.113
H -1.44 -4.37 1.05  0.077
H -2.46 -4.42 3.85  0.170
H 7.52 2.38 -0.36  0.113
H 0.29 -2.59 0.82  -0.070
H 1.29 3.53 1.23  -0.025
H -1.88 4.91 2.94  0.023
H 7.71 1.01 2.89  0.098
H 3.11 0.21 -4.08  0.113
H 0.83 -3.22 -4.08  0.067
H -0.47 7.55 1.76  0.019
H -3.68 -3.43 -0.80  0.043
H -0.05 5.00 -1.71  0.012
H -0.02 7.59 0.05  0.020
H -5.42 -5.12 -1.33  0.100
H 4.55 -2.99 1.05  0.114
H 0.98 -2.64 2.30  0.085
H 3.19 -1.47 -0.37  0.106
H -1.85 -2.11 1.81  0.052
H 7.42 0.66 -2.12  0.113
H -5.40 -6.25 -3.52  0.106
H -3.02 2.28 0.11  0.007
H -3.57 3.60 -0.96  0.029
H -1.89 -4.07 -4.63  0.104
H 1.65 -0.52 -3.40  0.070
H 6.96 -3.16 5.43  0.116
H -2.31 -0.33 -3.69  0.079
H 1.45 4.96 2.25  0.029
H -1.78 5.28 -1.53  0.015
H -0.47 -4.76 2.49  0.137
H 1.95 5.05 0.56  0.024
H 0.55 1.53 4.80  0.117
H -2.75 -5.59 2.70  0.173
H -1.77 3.35 2.12  0.007